Molecular formula: C2BrI2O2
Method: DFT, ωB97M-V/def2-TZVPD

**HOMO (spin up / spin down)**: -3.950 / -3.799 eV
**Total charge**: -1
**ΔE to the lowest compared entry with this formula, charge and spin**: 1.576 eV
**Kohn-Sham gap (spin up / spin down)**: 3.13 / 2.77 eV

XYZ file:
```
7
C2BrI2O2 (ωB97M-V/def2-TZVPD)
C 1.67592 -0.02782 0.54836
C 0.28680 0.40146 0.08900
O 1.74037 -1.13188 1.10112
O 2.57974 0.71610 0.10748
Br -1.01331 -0.89126 -0.44026
I 0.25084 2.23908 -0.84938
I -5.52036 -1.30568 -0.55632
```


Molecular formula: C2BrNO2
Method: DFT, ωB97M-V/def2-TZVPD

**HOMO**: -9.985 eV
**ΔE to the lowest compared entry with this formula, charge and spin**: 0.161 eV
**Kohn-Sham gap**: 10.13 eV

XYZ file:
```
6
C2BrNO2 (ωB97M-V/def2-TZVPD)
C 1.71184 -0.89374 -1.82899
C -1.58830 0.72078 1.05432
N -0.46128 0.26917 1.14946
O 1.81882 -1.56768 -2.76322
O -2.71587 0.84596 1.02626
Br 1.23479 0.62551 1.36216
```


Molecular formula: C2BrNO2
Method: DFT, ωB97M-V/def2-TZVPD

**HOMO (spin up / spin down)**: -9.636 / -9.839 eV
**ΔE to the lowest compared entry with this formula, charge and spin**: 4.199 eV
**Kohn-Sham gap (spin up / spin down)**: 7.31 / 7.55 eV

XYZ file:
```
6
C2BrNO2 (ωB97M-V/def2-TZVPD)
C -1.05565 -0.69337 -0.04615
C 0.45047 0.82206 0.67255
N 1.42661 0.56664 0.06018
O -0.79435 -1.79839 -0.28929
O 2.55331 0.66296 -0.28457
Br -2.58040 0.44010 -0.11272
```


Molecular formula: C2Cl2O2S
Method: DFT, ωB97M-V/def2-TZVPD

**HOMO (spin up / spin down)**: -10.961 / -10.238 eV
**ΔE to the lowest compared entry with this formula, charge and spin**: 1.017 eV
**Kohn-Sham gap (spin up / spin down)**: 7.52 / 6.52 eV

XYZ file:
```
7
C2Cl2O2S (ωB97M-V/def2-TZVPD)
C -1.30056 0.25641 0.08100
C -2.50133 0.16799 -0.01319
O 1.84506 -1.10196 -1.20302
O 1.89611 -1.00419 1.26759
S 1.58814 -0.39284 0.00967
Cl -4.09260 0.57731 -0.05411
Cl 2.56518 1.49729 -0.08794
```


Molecular formula: C2Cl3F3
Method: DFT, ωB97M-V/def2-TZVPD

**HOMO**: -11.602 eV
**ΔE to the lowest compared entry with this formula, charge and spin**: 0.365 eV
**SMILES string**: FC(F)(Cl)C(F)(Cl)Cl
**Kohn-Sham gap**: 12.16 eV

XYZ file:
```
8
C2Cl3F3 (ωB97M-V/def2-TZVPD)
F -0.79863 -0.73664 -1.53466
C -0.78668 -0.49419 -0.21443
F -0.86250 -1.69661 0.40227
Cl -2.12561 0.48984 0.19090
C 0.56751 0.15578 0.32307
F 0.44978 0.21512 1.65595
Cl 1.94172 -0.95283 -0.11633
Cl 0.90255 1.75673 -0.39009
```


Molecular formula: C2Cl3F3
Method: DFT, ωB97M-V/def2-TZVPD

**HOMO**: -9.334 eV
**ΔE to the lowest compared entry with this formula, charge and spin**: 3.325 eV
**Kohn-Sham gap**: 8.09 eV

XYZ file:
```
8
C2Cl3F3 (ωB97M-V/def2-TZVPD)
C 0.84078 0.10416 1.56669
C -1.32871 -0.60367 -2.07505
F 2.12337 0.04983 1.33978
F 0.48455 -1.05637 2.07382
F 0.60000 1.00531 2.49280
Cl -2.51477 0.62143 -2.14900
Cl -0.09139 0.35905 -0.02950
Cl -0.11382 -0.47974 -3.21953
```